No. 1
Molecular formula: C5H12NO
Method: DFT, ωB97M-V with the def2-TZVPD basis set

Calculated values
HOMO energy = -14.142 eV
Frontier orbital gap = 9.48 eV
Charge = +1
E = -327.41000 Ha

Structure (XYZ):
```
19
C5H12NO ωB97M-V with the def2-TZVPD basis set
C 0.06026 -1.38530 2.46007
C 1.31092 -1.23709 1.61745
C 1.18558 -0.59255 0.32107
C 0.12458 0.04193 -0.14963
N 0.16435 0.72291 -1.43308
C 0.26904 1.98192 -1.55045
H 0.13070 -2.15913 3.20394
H -0.81450 -1.61477 1.84094
H -0.17714 -0.45776 2.97906
H 1.90221 -2.16015 1.59535
H 2.06070 -0.62718 2.17054
H 2.02229 -0.69428 -0.37660
H -0.82257 0.16682 0.35857
H 0.16642 0.14068 -2.26292
H 0.20682 2.59259 -0.65901
H 0.39355 2.36913 -2.55351
H -3.21209 1.39865 -2.07472
H -2.61815 0.38557 -3.02189
O -2.35299 1.12801 -2.46518
```

***

No. 2
Molecular formula: C5H12NO
Method: DFT, ωB97M-V with the def2-TZVPD basis set

Calculated values
HOMO energy = -13.800 eV
Frontier orbital gap = 10.02 eV
Charge = +1
E = -327.41616 Ha
SMILES string = C=C([NH3+])CCCO

Structure (XYZ):
```
19
C5H12NO ωB97M-V with the def2-TZVPD basis set
C -1.39456 -0.54946 -2.34602
C -0.47181 -0.28553 -1.44772
N 0.95935 -0.52917 -1.73526
C -0.70532 -0.30962 0.03858
C -0.16093 0.96059 0.70941
C 0.06968 0.74965 2.18687
O 1.26132 -0.01672 2.32140
H -2.40141 -0.77314 -2.02151
H -1.28141 -0.44712 -3.41990
H 1.16112 -1.44735 -1.33144
H 1.64800 0.13770 -1.37512
H 1.15276 -0.57121 -2.74188
H -0.24105 -1.19946 0.47638
H -1.77355 -0.38164 0.24559
H 0.83016 1.20776 0.30713
H -0.83588 1.79529 0.50670
H -0.77892 0.22495 2.63243
H 0.07590 1.67542 2.77317
H 1.16923 -0.56940 3.10793
```